No. 1
CH6NS | ωB97M-V with the def2-TZVPD basis set

Structure (XYZ):
```
9
Properties=species:S:1:pos:R:3:forces:R:3
N 0.3044 -2.7033 -0.8896 1.072 0.565 -0.331
H -0.6353 -2.4578 -1.2364 0.736 0.383 0.717
H 0.7182 -1.9283 -0.2772 -1.411 -0.985 -1.216
H 0.8839 -2.6823 -1.7515 -0.430 -0.026 0.809
C 0.1970 2.0544 0.6047 2.616 -0.108 0.908
S -0.3525 0.3925 0.2230 -1.038 -0.363 -0.455
H 0.6210 1.9736 1.6230 -0.514 0.540 0.054
H -0.3167 3.0133 0.5181 -0.838 -0.370 -0.170
H 1.1444 2.1828 0.0598 -0.193 0.365 -0.315
```
Positions in Å, forces in eV/Å.

The calculation puts the relative energy (zero: lowest compared OMol25 entry of this formula, charge and spin) at 51.8 kJ/mol. The multiplicity is 1. For the total energy, the calculation gives -13459.971 eV. The HOMO energy comes out at -2.09 eV. The net charge is -1.

=====

No. 2
C46H64BrN3O3Ta | ωB97M-V with the def2-TZVPD basis set

Structure (XYZ):
```
118
Properties=species:S:1:pos:R:3:forces:R:3
Ta -0.3669 -0.6385 1.3623 -0.478 -0.748 -2.236
C -2.9126 1.3367 0.4894 -0.400 -0.185 -0.111
N -1.5434 1.7269 0.8235 0.589 -1.290 0.165
C -1.5466 2.5134 2.0525 0.110 0.067 0.280
C -0.9549 2.4727 -0.2943 0.514 0.103 -0.419
C 0.5768 2.4999 -0.2921 -0.300 0.009 0.018
N 1.1688 1.2193 -0.6782 0.066 0.164 0.087
C 2.5688 1.0647 -0.2423 -0.015 -0.105 0.114
C 2.8633 1.5988 1.1248 -0.409 -0.354 0.039
C 3.8773 2.5252 1.2587 -0.100 -0.095 0.128
C 4.1801 3.0999 2.4825 -0.122 -0.093 -0.006
C 3.4339 2.6574 3.5648 0.111 0.068 -0.263
C 2.4039 1.7214 3.4874 -0.434 -0.399 -0.149
C 2.0862 1.1856 2.2236 1.759 1.286 0.117
O 1.0635 0.3580 1.9569 0.370 0.294 0.717
C 1.7337 1.3611 4.8084 -0.082 -0.081 0.226
C 1.1042 2.6172 5.4319 0.122 -0.200 -0.044
C 2.8043 0.7862 5.7511 -0.124 0.087 -0.056
C 0.6392 0.3030 4.6842 0.115 0.142 0.059
C 5.2687 4.1503 2.6290 0.128 0.124 0.042
C 5.6964 4.7129 1.2678 -0.074 -0.102 0.222
C 4.7585 5.3163 3.4839 0.025 -0.137 -0.106
C 6.4881 3.5132 3.3083 -0.147 0.073 -0.106
C 1.1676 1.0846 -2.1354 -0.142 0.034 -0.073
C 1.7730 -0.2044 -2.6330 -0.256 -0.064 0.203
C 2.8375 -0.1541 -3.5204 -0.086 -0.071 0.027
C 3.4458 -1.3090 -3.9932 -0.129 0.078 0.002
C 2.8088 -2.5074 -3.7026 0.039 0.288 -0.004
C 1.7010 -2.6132 -2.8696 -0.278 0.099 0.242
C 1.2836 -1.4473 -2.2205 0.485 0.283 -0.264
O 0.5430 -1.5043 -1.0254 0.176 -0.234 0.011
C 1.0140 -3.9686 -2.7788 -0.152 -0.258 0.152
C -0.3561 -3.9045 -2.1024 0.189 -0.054 0.083
C 1.9027 -4.9475 -2.0056 -0.122 0.091 -0.102
C 0.7678 -4.4841 -4.2083 0.060 0.054 0.152
C 4.7652 -1.2950 -4.7509 0.130 0.003 -0.094
C 5.2544 0.1276 -5.0424 -0.113 -0.264 0.061
C 4.6364 -2.0413 -6.0855 0.001 0.103 0.181
C 5.8029 -1.9959 -3.8575 -0.100 0.106 -0.142
H -3.5513 2.2118 0.3246 0.060 0.033 0.014
H -3.3276 0.7514 1.3080 -0.088 0.084 0.056
H -2.8926 0.7200 -0.4087 -0.058 0.084 -0.004
H -2.1768 3.4056 1.9548 0.018 -0.051 -0.096
H -0.5366 2.8279 2.3081 0.072 -0.007 0.041
H -1.9417 1.9023 2.8626 0.016 0.051 0.053
H -1.3133 3.5112 -0.2752 -0.085 -0.105 0.035
H -1.3082 2.0101 -1.2160 -0.039 0.064 0.070
H 0.9280 2.7569 0.7080 -0.007 0.123 -0.133
H 0.8997 3.2975 -0.9781 0.034 0.042 0.102
H 3.2324 1.5798 -0.9533 0.007 -0.145 0.055
H 2.8051 -0.0062 -0.2784 0.013 0.093 -0.124
H 4.4220 2.8027 0.3733 0.058 0.067 -0.172
H 3.6524 3.0676 4.5356 0.040 0.064 0.166
H 1.8483 3.3773 5.6469 0.072 0.127 0.017
H 0.6176 2.3552 6.3674 -0.089 -0.024 0.161
H 0.3575 3.0498 4.7686 -0.088 0.055 -0.087
H 3.5706 1.5168 5.9907 0.105 0.069 0.033
H 3.2898 -0.0741 5.2917 0.028 -0.082 0.015
H 2.3397 0.4724 6.6836 -0.016 -0.059 0.110
H -0.1887 0.6766 4.0874 -0.101 -0.053 0.012
H 0.2656 0.0634 5.6777 -0.060 -0.011 0.098
H 1.0430 -0.6085 4.2480 -0.102 -0.154 -0.034
H 4.8371 5.0822 0.7123 -0.075 0.059 -0.109
H 6.2117 3.9647 0.6709 0.047 -0.071 -0.124
H 6.3806 5.5442 1.4135 0.103 0.069 0.040
H 3.8386 5.7191 3.0670 -0.130 0.092 -0.014
H 5.4995 6.1104 3.5052 0.107 0.101 0.034
H 4.5724 5.0112 4.5089 -0.066 -0.008 0.160
H 6.8737 2.6951 2.7048 0.092 -0.104 -0.056
H 6.2298 3.1189 4.2876 -0.024 -0.043 0.150
H 7.2723 4.2563 3.4310 0.132 0.061 0.036
H 1.7309 1.9211 -2.5781 -0.040 -0.031 0.016
H 0.1359 1.1620 -2.4880 0.098 0.049 -0.013
H 3.2055 0.8172 -3.8077 0.090 0.145 0.000
H 3.1926 -3.4148 -4.1328 0.110 -0.197 -0.101
H -0.2738 -3.6344 -1.0565 -0.064 -0.008 0.045
H -0.8332 -4.8794 -2.1519 -0.053 -0.173 -0.084
H -1.0048 -3.1917 -2.6051 -0.149 0.131 -0.019
H 2.0736 -4.5847 -0.9942 0.042 0.032 0.163
H 2.8655 -5.0723 -2.4934 0.150 -0.048 -0.033
H 1.4175 -5.9186 -1.9445 -0.034 -0.165 0.019
H 0.1776 -3.7616 -4.7682 -0.086 0.045 -0.084
H 0.2168 -5.4206 -4.1671 -0.065 -0.111 0.010
H 1.6844 -4.6643 -4.7603 0.126 -0.043 -0.056
H 4.5465 0.6655 -5.6691 -0.075 0.124 -0.046
H 6.2001 0.0824 -5.5763 0.104 -0.016 -0.047
H 5.4196 0.6842 -4.1226 0.005 0.123 0.079
H 3.8515 -1.5979 -6.6954 -0.069 -0.004 -0.080
H 4.4121 -3.0941 -5.9358 -0.067 -0.119 -0.026
H 5.5731 -1.9767 -6.6345 0.102 -0.022 -0.066
H 5.8770 -1.4900 -2.8965 0.029 0.030 0.110
H 6.7827 -1.9810 -4.3279 0.137 -0.004 -0.087
H 5.5280 -3.0321 -3.6785 -0.023 -0.129 0.049
Br 1.8799 -2.5826 1.9828 -0.903 -0.179 -0.056
C 0.7253 -4.1441 1.9865 0.373 -0.144 0.037
C 1.2779 -5.3345 2.3680 0.205 0.596 -0.087
C 0.4949 -6.4964 2.3585 -0.268 -0.099 -0.089
C -0.8073 -6.4303 1.9578 0.198 -0.050 0.087
C -1.3832 -5.2083 1.5553 0.178 0.353 0.011
C -2.7255 -5.1596 1.1345 -0.096 0.158 -0.070
C -3.2769 -3.9818 0.7213 -0.022 -0.123 -0.024
C -2.5107 -2.8061 0.7384 0.299 0.216 0.155
C -1.1981 -2.7693 1.1700 0.534 0.521 -0.042
C -0.6160 -4.0001 1.5676 -0.041 -0.160 0.019
H 2.3130 -5.3798 2.6654 0.123 -0.018 0.047
H 0.9385 -7.4314 2.6559 0.043 -0.139 0.060
H -1.4266 -7.3134 1.9379 -0.041 -0.149 0.006
H -3.3033 -6.0702 1.1485 -0.094 -0.128 -0.039
H -4.3019 -3.9399 0.3826 -0.068 -0.036 -0.023
H -2.9911 -1.8970 0.3969 -0.049 0.126 -0.062
N -1.4456 -0.4514 -1.6862 -0.474 0.190 -0.140
C -0.6116 -0.7935 -0.8154 -0.628 -0.189 -0.207
H -1.2483 -0.7160 -2.6544 0.282 -0.124 0.158
C -2.5179 -0.9848 3.6197 -0.744 -0.647 1.146
O -1.6932 -0.5971 2.5827 -0.158 0.976 0.060
H -2.7469 -0.1490 4.2897 0.165 -0.001 -0.184
H -2.0117 -1.7699 4.1965 -0.175 0.152 -0.067
H -3.4631 -1.3856 3.2383 0.187 0.042 -0.103
```
Positions in Å, forces in eV/Å.

The calculation puts the relative energy (zero: lowest compared OMol25 entry of this formula, charge and spin) at 183.4 kJ/mol. The multiplicity is 1. For the total energy, the calculation gives -130943.839 eV. The HOMO energy comes out at -10.69 eV. The net charge is +1.

=====

No. 3
C20H27F3N4NiO5S | ωB97M-V with the def2-TZVPD basis set

Structure (XYZ):
```
61
Properties=species:S:1:pos:R:3:forces:R:3
Ni -0.1382 -1.3127 1.1520 -0.486 -3.030 1.019
C 2.4848 3.8710 -1.6233 -0.002 0.061 -0.051
C 3.3876 2.7008 -1.2453 0.136 0.142 -0.229
N 2.9480 2.0242 -0.0436 -0.123 -0.064 -0.162
C 3.5855 2.4119 1.1916 0.283 0.325 0.253
C 4.8178 1.5740 1.5134 0.051 -0.073 -0.002
C 1.9706 1.0526 -0.1093 -0.391 -0.662 0.481
S 1.5298 0.3182 1.4100 0.194 0.427 -0.838
N 1.5494 0.8302 -1.3623 0.309 0.839 -0.472
C 0.6192 -0.0618 -1.7544 0.674 -0.074 1.455
O 0.0163 -0.8250 -0.9982 3.872 -1.772 -3.785
C 0.2702 -0.0846 -3.2004 0.056 0.217 -0.555
C 0.8764 0.7711 -4.1160 0.050 0.073 -0.020
C 0.5392 0.7292 -5.4611 0.083 0.104 -0.075
C -0.4114 -0.1691 -5.9204 -0.018 -0.030 0.059
C -1.0191 -1.0265 -5.0127 -0.061 -0.038 -0.072
C -0.6823 -0.9851 -3.6698 -0.100 -0.152 0.146
H 2.8546 4.3728 -2.5233 0.008 0.002 0.012
H 2.4439 4.6069 -0.8162 0.002 -0.005 0.012
H 1.4729 3.5163 -1.8166 0.013 -0.066 0.023
H 4.4080 3.0677 -1.0915 -0.012 -0.026 0.175
H 3.4381 1.9955 -2.0728 -0.103 -0.067 0.053
H 2.8806 2.3733 2.0193 -0.111 -0.199 -0.098
H 3.8857 3.4648 1.1070 -0.032 -0.013 -0.156
H 4.5442 0.5248 1.6204 -0.068 0.014 0.018
H 5.2785 1.9082 2.4470 -0.012 0.000 0.003
H 5.5644 1.6574 0.7179 -0.015 0.011 -0.008
H 1.6182 1.4726 -3.7584 -0.003 -0.017 0.076
H 1.0250 1.4056 -6.1560 0.002 0.002 -0.001
H -0.6752 -0.2026 -6.9710 -0.002 -0.001 -0.011
H -1.7631 -1.7369 -5.3534 -0.004 -0.007 0.003
H -1.1568 -1.6581 -2.9663 0.062 0.026 0.091
O -1.4424 -2.6554 0.8844 1.367 0.987 0.604
F 3.8710 -3.9008 1.2962 0.049 -0.021 0.011
C 3.0044 -4.0554 2.3278 -0.114 0.059 -0.026
F 3.7683 -4.1939 3.4351 0.063 -0.042 -0.010
F 2.4030 -5.2510 2.1406 0.036 -0.061 -0.002
C 1.9754 -2.8776 2.4191 -0.239 0.199 0.066
O 1.9834 -2.2345 3.4693 0.139 -0.051 0.132
O 1.2888 -2.7788 1.3863 0.420 -0.197 -0.190
C -1.9273 -0.4999 -0.3578 -0.573 1.953 2.531
N -2.9017 -0.3796 0.7677 0.263 1.074 -0.509
C -4.2675 -0.5767 0.3504 0.022 -0.233 0.129
C -5.2490 -0.0261 1.3621 -0.057 -0.081 -0.090
C -4.9331 -0.6670 2.6904 0.080 -0.141 0.077
N -3.5482 -0.4575 3.0150 0.213 0.528 0.267
C -3.1908 -0.6417 4.4009 -0.124 -0.178 -0.038
C -2.5153 -0.4524 2.0751 -0.726 -0.712 -0.405
O -1.3619 -0.4869 2.5119 -0.350 0.735 -0.429
H -1.9529 -1.5257 -0.7077 0.166 -0.150 0.433
H -0.6947 -0.1514 0.0567 -4.819 0.116 -0.273
H -2.2227 0.1849 -1.1771 -0.018 0.357 0.409
H -4.4357 -1.6555 0.1986 -0.062 0.033 -0.051
H -4.3989 -0.0775 -0.6129 0.039 -0.031 -0.015
H -6.2812 -0.2382 1.0679 0.019 -0.046 -0.027
H -5.1329 1.0589 1.4348 0.017 -0.002 0.040
H -5.1423 -1.7480 2.6573 -0.175 0.034 -0.047
H -5.5511 -0.2332 3.4851 0.049 -0.024 0.047
H -3.3013 -1.6929 4.6977 0.041 0.020 0.084
H -3.8459 -0.0267 5.0290 -0.020 -0.028 0.001
H -2.1600 -0.3462 4.5601 0.038 -0.045 -0.063
```
Positions in Å, forces in eV/Å.

The calculation puts the relative energy (zero: lowest compared OMol25 entry of this formula, charge and spin) at 0.0 kJ/mol. The multiplicity is 1. For the total energy, the calculation gives -97403.514 eV. The HOMO energy (spin up / spin down) comes out at 0.70 / 0.74 eV. The net charge is -2.

=====

No. 4
H12NO4 | ωB97M-V with the def2-TZVPD basis set

Structure (XYZ):
```
17
Properties=species:S:1:pos:R:3:forces:R:3
N -0.8017 0.0494 0.8480 1.258 -3.321 -0.701
H -0.2089 -0.1539 -0.0065 -0.659 -0.065 0.703
H -0.7487 0.9620 1.1000 0.670 4.035 0.768
H -0.4381 -0.5088 1.7214 -0.899 0.059 -0.983
H -1.7866 -0.0449 0.6136 -0.472 -0.860 0.083
H 2.4222 -0.9938 -4.0597 -0.274 0.863 0.928
H 2.5726 0.4123 -3.2444 -0.843 -1.984 -0.368
O 2.0901 -0.4742 -3.2886 1.366 1.362 -0.694
H -1.9879 3.2503 0.8758 -1.233 0.032 0.550
H -0.8258 3.7508 0.1204 0.373 -0.086 -0.120
O -1.1212 2.9803 0.6184 0.845 0.048 -0.395
H -0.1347 -2.2968 2.9282 0.051 -0.642 -0.389
H -0.5469 -1.1741 3.8401 0.513 0.230 -0.793
O 0.0158 -1.3506 3.0313 -0.476 0.414 1.212
H 0.9790 -0.8741 -2.0977 -1.598 -1.715 1.050
H 0.2928 -2.2341 -1.4699 0.498 -1.192 -0.113
O 0.2282 -1.2998 -1.5306 0.882 2.822 -0.739
```
Positions in Å, forces in eV/Å.

The calculation puts the relative energy (zero: lowest compared OMol25 entry of this formula, charge and spin) at 57.0 kJ/mol. The multiplicity is 2. The expectation value of S² is 0.750. For the total energy, the calculation gives -9871.756 eV. The HOMO energy (spin up / spin down) comes out at -2.50 / -11.32 eV.